[1]
Molecular formula: C2H7NO2P
Method: DFT, ωB97M-V with the def2-TZVPD basis set

Geometry as XYZ:
```
13
Properties=species:S:1:pos:R:3:forces:R:3
C 1.333 2.029 -0.052 2.7 0.9 -2.6
C 0.081 -1.426 0.112 -2.4 0.0 -0.3
N -2.117 0.176 0.183 -2.8 0.2 2.2
O 0.482 1.277 0.333 -0.7 -0.1 1.2
O 1.147 -1.483 -0.764 -1.5 4.0 -0.1
P -0.911 -0.025 -0.772 3.0 -1.2 -0.9
H 1.568 2.043 -1.192 -0.4 0.2 1.6
H 2.081 2.686 0.561 -1.8 -1.2 -0.3
H 0.341 -1.102 1.100 0.4 0.5 0.7
H -0.549 -2.374 0.323 0.9 1.2 -1.1
H -2.104 -0.374 1.107 -1.0 1.7 -1.7
H -2.878 0.854 -0.148 1.2 -1.6 1.5
H 1.526 -2.283 -0.790 2.3 -4.7 -0.1
```
Positions in Å, forces in eV/Å.

Results
DFT total energy = -626.6674 Ha
orbital gap = 10.4 eV
energy above the lowest of the compared OMol25 structures with the same formula, charge and spin = 62.6 kcal/mol
charge = +1
LUMO = -4.3 eV

***

[2]
Molecular formula: C27H33N6Ru
Method: DFT, ωB97M-V with the def2-TZVPD basis set

Geometry as XYZ:
```
67
Properties=species:S:1:pos:R:3:forces:R:3
Ru -0.062 0.054 0.081 -1.1 -3.0 -1.2
C -3.766 1.200 -1.883 0.0 -0.1 -0.1
C -2.651 0.511 -1.168 1.7 1.4 -0.7
N -1.402 0.942 -1.167 -1.9 -0.3 -0.1
C -0.990 2.087 -1.947 0.0 0.4 -0.6
C 0.300 1.728 -2.706 -0.4 0.1 0.2
N 1.270 1.039 -1.850 0.2 -0.7 0.1
C 2.372 1.856 -1.341 0.0 0.3 0.2
C 1.890 2.704 -0.169 0.3 0.0 -0.4
N 1.324 1.813 0.853 -0.6 0.3 0.0
C 2.346 1.167 1.704 0.3 -0.8 0.2
C 2.161 -0.373 1.690 0.8 0.4 0.1
N 0.761 -0.640 1.678 0.3 0.7 1.0
C 0.062 -1.525 2.524 0.1 -0.8 -0.6
C 0.906 -2.068 3.681 -0.1 0.1 0.1
C -1.800 -2.316 0.907 -0.4 -0.3 0.0
C -2.923 -3.131 0.860 -0.5 0.4 -0.5
C -4.045 -2.708 0.145 0.5 -0.4 0.4
C -4.019 -1.510 -0.528 0.5 0.7 -0.1
C -2.864 -0.718 -0.458 -0.2 -1.4 1.0
N -1.800 -1.143 0.279 1.1 1.0 -0.7
H -3.746 2.274 -1.702 0.0 0.0 0.0
H -4.730 0.828 -1.553 -0.1 0.0 0.0
H -3.691 1.029 -2.958 0.0 0.0 -0.1
H -0.829 2.944 -1.281 -0.1 -0.2 0.0
H -1.753 2.371 -2.680 0.2 0.1 0.1
H 0.733 2.636 -3.138 -0.1 -0.1 -0.1
H 0.023 1.055 -3.522 0.1 0.1 0.0
H 1.685 0.277 -2.379 -0.1 0.1 0.2
H 2.788 2.505 -2.120 0.0 0.0 0.1
H 3.162 1.178 -1.004 0.0 0.1 -0.1
H 1.119 3.399 -0.508 0.0 0.0 0.1
H 2.719 3.300 0.229 -0.1 -0.1 0.0
H 0.717 2.382 1.443 0.2 -0.2 -0.1
H 2.272 1.524 2.735 0.0 0.1 -0.1
H 3.344 1.411 1.335 0.0 0.1 0.1
H 2.684 -0.806 2.547 0.0 0.1 -0.1
H 2.629 -0.782 0.773 0.0 0.0 0.3
H 1.649 -2.779 3.324 0.1 0.0 -0.1
H 0.283 -2.566 4.413 0.1 0.0 0.1
H 1.409 -1.247 4.188 0.1 0.0 0.0
H -2.938 -4.081 1.366 0.0 0.0 -0.1
H -4.923 -3.332 0.115 -0.1 -0.1 -0.1
H -4.868 -1.203 -1.115 -0.1 0.1 0.0
N -1.341 0.495 2.637 -0.3 -1.5 2.0
C -1.196 -0.845 3.034 0.6 1.6 -1.1
C -2.174 -1.496 3.739 -1.3 -0.6 0.9
C -2.288 -2.856 4.054 0.3 1.2 -0.5
C -1.578 -3.945 3.520 0.7 -0.8 -0.1
C -0.745 -3.945 2.442 -0.7 0.6 0.2
C -0.502 -2.747 1.591 0.5 0.4 0.4
C 0.511 -2.933 0.469 0.0 0.1 -0.1
C 1.415 -3.985 0.423 -0.1 -0.1 -0.2
C 2.291 -4.116 -0.645 0.1 -0.1 0.0
C 2.232 -3.232 -1.705 -0.2 -0.1 0.0
C 1.339 -2.166 -1.662 0.0 -0.1 0.1
C 0.557 -1.963 -0.537 -0.1 1.7 0.2
H -2.243 0.877 2.910 0.0 0.0 0.1
H -0.593 1.093 2.980 0.1 -0.2 -0.6
H -2.952 -0.865 4.154 -0.1 0.0 0.1
H -3.040 -3.102 4.788 -0.2 0.0 0.1
H -1.760 -4.899 3.996 0.0 -0.1 0.1
H -0.310 -4.880 2.131 0.0 -0.2 0.0
H 1.456 -4.715 1.215 0.0 -0.2 0.1
H 2.989 -4.938 -0.663 0.1 -0.1 0.0
H 2.870 -3.369 -2.564 0.0 -0.1 -0.1
H 1.230 -1.556 -2.547 0.1 0.2 0.1
```
Positions in Å, forces in eV/Å.

Results
DFT total energy = -1471.4702 Ha
orbital gap (spin up / spin down) = 5.4 / 4.7 eV
spin multiplicity = 2
energy above the lowest of the compared OMol25 structures with the same formula, charge and spin = 41.3 kcal/mol
charge = +2
LUMO (spin up / spin down) = -7.8 / -8.0 eV

***

Please write out number 1 again, unchanged.
Molecular formula: C2H7NO2P
Method: DFT, ωB97M-V with the def2-TZVPD basis set

Geometry as XYZ:
```
13
Properties=species:S:1:pos:R:3:forces:R:3
C 1.333 2.029 -0.052 2.7 0.9 -2.6
C 0.081 -1.426 0.112 -2.4 0.0 -0.3
N -2.117 0.176 0.183 -2.8 0.2 2.2
O 0.482 1.277 0.333 -0.7 -0.1 1.2
O 1.147 -1.483 -0.764 -1.5 4.0 -0.1
P -0.911 -0.025 -0.772 3.0 -1.2 -0.9
H 1.568 2.043 -1.192 -0.4 0.2 1.6
H 2.081 2.686 0.561 -1.8 -1.2 -0.3
H 0.341 -1.102 1.100 0.4 0.5 0.7
H -0.549 -2.374 0.323 0.9 1.2 -1.1
H -2.104 -0.374 1.107 -1.0 1.7 -1.7
H -2.878 0.854 -0.148 1.2 -1.6 1.5
H 1.526 -2.283 -0.790 2.3 -4.7 -0.1
```
Positions in Å, forces in eV/Å.

Results
DFT total energy = -626.6674 Ha
orbital gap = 10.4 eV
energy above the lowest of the compared OMol25 structures with the same formula, charge and spin = 62.6 kcal/mol
charge = +1
LUMO = -4.3 eV

***

Question: The highest energy above the lowest of the compared OMol25 structures with the same formula, charge and spin belongs to which entry?
Answer: C2H7NO2P